Record 1
{"formula": "C18H22LaN7S2", "method": "wB97M-V/def2-TZVPD", "e_lumo_ev": -0.52, "e_above_lowest_kj_mol": 16.7, "multiplicity": 1, "total_charge": 0, "species": ["La", "S", "C", "S", "C", "C", "N", "C", "N", "C", "N", "C", "C", "C", "C", "C", "C", "C", "C", "H", "H", "H", "H", "H", "H", "H", "H", "H", "H", "H", "H", "N", "N", "H", "H", "H", "H", "N", "C", "C", "C", "C", "C", "N", "H", "H", "H", "H", "H", "H"], "coordinates": [[0.072, -0.033, 0.030], [2.798, -0.350, 0.183], [2.780, 0.434, 1.761], [1.271, 0.932, 2.478], [3.967, 0.633, 2.413], [4.000, 1.236, 3.722], [4.027, 1.712, 4.770], [5.226, 0.272, 1.812], [6.229, 0.000, 1.315], [-1.073, -1.797, 3.136], [-0.549, -2.199, 1.828], [0.702, -2.944, 2.014], [-1.542, -3.018, 1.109], [-1.153, -3.249, -0.332], [-1.401, -4.477, -0.934], [-1.056, -4.684, -2.268], [-0.449, -3.664, -2.985], [-0.205, -2.441, -2.359], [-0.565, -2.182, -1.029], [-1.268, -2.671, 3.772], [-2.013, -1.253, 3.013], [-0.354, -1.150, 3.637], [0.524, -3.845, 2.615], [1.429, -2.314, 2.526], [1.112, -3.236, 1.051], [-2.492, -2.480, 1.153], [-1.697, -3.972, 1.632], [-1.856, -5.283, -0.363], [-1.245, -5.644, -2.734], [-0.157, -3.823, -4.019], [0.282, -1.667, -2.951], [-0.375, 3.317, 0.761], [0.540, 2.783, -0.209], [-0.269, 4.321, 0.834], [-0.065, 2.934, 1.646], [1.498, 3.032, -0.005], [0.305, 3.174, -1.107], [2.367, 1.548, -2.634], [1.179, 1.412, -3.295], [1.100, 1.731, -4.662], [-0.101, 1.616, -5.311], [-1.226, 1.172, -4.613], [-1.060, 0.859, -3.291], [0.102, 0.980, -2.619], [3.189, 1.670, -3.199], [2.530, 1.034, -1.776], [1.994, 2.051, -5.185], [-0.168, 1.851, -6.368], [-2.188, 1.053, -5.091], [-1.897, 0.469, -2.720]]}


Record 2
{"formula": "C18H22MoN3O2S", "method": "wB97M-V/def2-TZVPD", "e_lumo_ev": [-12.30, -12.32], "s_squared": 2.042, "multiplicity": 3, "total_charge": 3, "species": ["Mo", "C", "C", "N", "C", "C", "C", "S", "N", "C", "O", "C", "C", "C", "C", "C", "C", "H", "H", "H", "H", "H", "H", "H", "H", "H", "H", "H", "H", "H", "H", "H", "O", "C", "C", "C", "C", "C", "C", "N", "H", "H", "H", "H", "H", "H", "H"], "coordinates": [[0.150, 0.048, -0.082], [0.454, -4.722, -2.475], [-0.205, -3.348, -2.541], [0.717, -2.305, -2.099], [1.305, -1.423, -3.095], [0.529, -0.106, -3.059], [0.904, -1.963, -0.823], [2.324, -0.927, -0.375], [0.155, -2.213, 0.230], [-1.232, -2.238, 0.136], [-1.634, -1.088, -0.242], [-2.029, -3.333, 0.565], [-3.444, -3.243, 0.495], [-4.212, -4.321, 0.866], [-3.597, -5.497, 1.309], [-2.204, -5.584, 1.424], [-1.418, -4.519, 1.054], [-0.233, -5.463, -2.877], [0.700, -4.995, -1.453], [1.364, -4.746, -3.068], [-1.106, -3.325, -1.922], [-0.488, -3.121, -3.570], [1.214, -1.874, -4.088], [2.375, -1.280, -2.905], [-0.452, -0.213, -3.530], [1.084, 0.678, -3.573], [0.352, 0.232, -1.963], [-3.891, -2.325, 0.144], [-5.291, -4.268, 0.808], [-4.204, -6.353, 1.566], [-1.756, -6.494, 1.796], [-0.343, -4.565, 1.145], [-0.128, 0.201, 2.033], [-0.042, 1.501, 2.616], [-0.030, 2.531, 1.525], [-0.014, 3.886, 1.826], [-0.001, 4.815, 0.794], [-0.019, 4.348, -0.521], [-0.041, 2.991, -0.748], [-0.035, 2.066, 0.246], [-0.042, -0.465, 2.736], [0.877, 1.582, 3.218], [-0.909, 1.662, 3.278], [-0.009, 4.209, 2.858], [0.012, 5.877, 1.006], [-0.023, 5.032, -1.359], [-0.081, 2.611, -1.765]]}


Record 3
{"formula": "C18H22N2", "method": "wB97M-V/def2-TZVPD", "smiles": "CNCCCN1Cc2ccccc2Cc2ccccc21", "e_lumo_ev": 0.88, "e_above_lowest_kj_mol": 126.3, "multiplicity": 1, "total_charge": 0, "species": ["C", "N", "C", "C", "C", "N", "C", "C", "C", "C", "C", "C", "C", "C", "C", "C", "C", "C", "C", "C", "H", "H", "H", "H", "H", "H", "H", "H", "H", "H", "H", "H", "H", "H", "H", "H", "H", "H", "H", "H", "H", "H"], "coordinates": [[-2.023, 1.188, 5.097], [-0.958, 0.335, 4.553], [-0.987, 0.146, 3.072], [0.172, -0.680, 2.570], [0.141, -1.071, 1.110], [0.145, 0.114, 0.253], [1.397, 0.723, -0.224], [2.088, 0.013, -1.435], [3.448, 0.416, -1.642], [4.193, -0.119, -2.710], [3.598, -0.992, -3.597], [2.258, -1.370, -3.415], [1.488, -0.830, -2.377], [0.055, -1.330, -2.269], [-0.986, -0.296, -1.892], [-2.055, -0.060, -2.737], [-3.115, 0.765, -2.390], [-3.064, 1.398, -1.122], [-1.937, 1.209, -0.264], [-0.940, 0.342, -0.640], [-1.810, 1.502, 6.118], [-2.949, 0.622, 5.126], [-2.142, 2.086, 4.493], [-0.918, -0.533, 5.078], [-1.918, -0.351, 2.798], [-1.023, 1.144, 2.644], [0.231, -1.656, 3.122], [1.072, -0.110, 2.776], [1.001, -1.681, 0.867], [-0.756, -1.693, 0.935], [2.085, 0.782, 0.641], [1.232, 1.810, -0.458], [3.838, 1.178, -0.954], [5.220, 0.142, -2.865], [4.099, -1.392, -4.472], [1.835, -2.035, -4.157], [-0.262, -1.876, -3.174], [-0.028, -2.082, -1.502], [-2.076, -0.532, -3.702], [-3.931, 0.956, -3.070], [-3.863, 2.070, -0.859], [-1.853, 1.746, 0.676]]}